1.
DFT (wB97M-V/def2-TZVPD) results for a 2-piece molecular cluster, C34H31N2O overall at a distorted geometry.

* net charge: +1
* HOMO energy: -9.605 eV

Positions of all 68 atoms, in Å:
C -5.989 -2.480 -3.208
C -5.224 -1.827 -4.185
C -3.832 -1.783 -4.082
C -3.166 -2.238 -2.914
C -1.713 -2.082 -2.731
C -0.856 -2.044 -3.863
C 0.429 -1.502 -4.016
C 0.834 -0.914 -5.280
C 2.067 -0.212 -5.390
C 2.390 0.490 -6.551
C 1.526 0.475 -7.662
C 0.316 -0.235 -7.581
C -0.021 -0.922 -6.414
C -1.169 -1.886 -1.400
C 0.198 -2.108 -1.171
C 0.829 -1.537 -0.076
C 0.068 -1.122 1.029
C -1.335 -1.134 0.937
C -1.934 -1.412 -0.298
C -3.958 -2.885 -1.938
C -5.328 -3.037 -2.101
H -7.072 -2.575 -3.299
H -5.734 -1.354 -5.027
H -3.251 -1.369 -4.904
H -1.315 -2.470 -4.764
H 1.111 -1.311 -3.188
H 2.737 -0.169 -4.528
H 3.317 1.068 -6.607
H 1.795 0.989 -8.591
H -0.381 -0.246 -8.423
H -0.995 -1.404 -6.352
H 0.746 -2.709 -1.900
H 1.910 -1.392 -0.099
H 0.576 -0.799 1.945
H -1.953 -0.874 1.803
H -3.006 -1.273 -0.408
H -3.468 -3.295 -1.048
H -5.893 -3.583 -1.342
H 2.545 -2.721 -2.355
C 3.297 -3.500 -1.906
H 2.709 -4.438 -1.931
C 4.496 -3.694 -2.781
C 5.790 -3.688 -2.349
N 6.116 -3.432 -1.053
C 7.560 -3.270 -0.614
C 7.922 -1.810 -0.587
C 7.659 -1.035 0.549
C 7.794 0.356 0.493
C 8.221 0.970 -0.692
C 8.560 0.183 -1.801
C 8.452 -1.209 -1.734
C 5.120 -3.112 -0.184
C 3.796 -3.243 -0.493
C 3.013 -3.413 0.779
N 1.893 -4.229 0.701
O 3.370 -2.886 1.837
H 4.317 -3.927 -3.823
H 6.645 -3.842 -3.010
H 7.677 -3.705 0.388
H 8.184 -3.841 -1.309
H 7.334 -1.531 1.469
H 7.556 0.962 1.371
H 8.291 2.056 -0.753
H 8.908 0.654 -2.722
H 8.748 -1.847 -2.573
H 5.478 -2.886 0.829
H 1.969 -5.033 0.094
H 1.528 -4.443 1.620

***

2.
DFT (wB97M-V/def2-TZVPD) results for a 2-piece molecular cluster, C4H14N3O overall at a distorted geometry.

* net charge: +1
* ΔE to the lowest compared entry with this formula, charge and spin: 2.594 eV
* HOMO energy: -13.693 eV

Positions of all 22 atoms, in Å:
C -0.124 1.452 0.772
C 0.660 2.730 0.278
C 0.792 -0.024 -0.920
N -0.305 0.339 -0.238
N 2.077 0.215 -0.414
N 0.705 -0.684 -2.097
H 0.207 1.036 1.761
H -1.189 1.739 0.881
H 1.638 2.656 0.789
H 0.278 3.530 0.896
H -1.113 -0.410 0.033
H 2.198 1.088 0.042
H 2.853 -0.330 -0.871
H -0.130 -1.231 -2.210
H 1.630 -1.015 -2.431
H 0.797 3.111 -0.739
C -1.610 -2.390 1.524
O -1.893 -1.340 0.656
H -2.756 -0.851 0.786
H -1.311 -3.383 1.096
H -0.756 -2.146 2.226
H -2.604 -2.727 1.942

***

Number 1: LUMO -5.35 eV, DFT total energy -1498.65272 Eh. Number 2: LUMO -2.79 eV, DFT total energy -400.03721 Eh.